No. 1
The following is a DFT calculation (ωB97M-V/def2-TZVPD) of C18H37Cl8CuN3O6 as an isolated structure.

```
! RIJCOSX wB97M-V def2-TZVPD def2/J DEFGRID3
* xyz 0 2
Cu 0.859 2.369 1.401
C 0.330 0.379 -0.426
O 0.173 -0.509 -1.284
O 0.493 0.185 0.817
O 0.261 1.607 -0.644
C 0.516 -3.850 0.546
O 0.000 -4.817 0.109
N 1.173 -3.945 1.673
C 1.699 -2.740 2.243
C 1.166 -5.175 2.469
H 0.611 -2.841 0.118
H 1.146 -2.408 3.121
H 1.697 -1.918 1.526
H 2.722 -2.960 2.550
H 0.392 -5.089 3.232
H 0.901 -6.071 1.908
H 2.154 -5.362 2.888
C -0.422 1.035 3.749
O -0.039 2.178 3.377
N -1.417 0.806 4.601
C -1.706 -0.623 4.925
C -2.495 1.704 4.993
H 0.095 0.087 3.533
H -0.794 -1.099 5.285
H -2.025 -1.179 4.043
H -2.408 -0.686 5.756
H -2.687 1.596 6.060
H -2.313 2.741 4.711
H -3.387 1.242 4.569
C 2.721 0.675 -3.444
O 3.574 -0.222 -3.541
N 2.306 1.395 -4.490
C 1.463 2.580 -4.395
C 2.888 1.040 -5.822
H 2.195 0.979 -2.526
H 1.040 2.727 -3.402
H 0.663 2.472 -5.128
H 2.131 3.390 -4.689
H 2.050 0.997 -6.517
H 3.363 1.926 -6.243
H 3.446 0.104 -5.859
Cl 5.606 0.151 0.649
C 3.915 -0.267 0.208
C 3.856 -1.612 -0.559
Cl 4.547 -2.892 0.469
H 3.504 0.594 -0.319
H 3.365 -0.371 1.143
H 4.395 -1.605 -1.506
H 2.818 -1.872 -0.770
Cl -1.853 0.927 -5.692
C -1.342 0.759 -3.973
C -2.333 -0.111 -3.214
Cl -3.902 0.634 -3.017
H -1.311 1.772 -3.572
H -0.341 0.329 -3.989
H -1.962 -0.499 -2.265
H -2.474 -0.959 -3.884
Cl -4.387 -0.536 0.046
C -2.972 -0.392 1.123
C -2.222 -1.753 1.167
Cl -3.116 -3.130 1.914
H -3.237 -0.040 2.120
H -2.278 0.375 0.781
H -1.382 -1.592 1.842
H -1.788 -2.104 0.231
Cl -2.146 6.029 -0.028
C -1.872 4.299 0.380
C -2.830 3.423 -0.488
Cl -4.595 3.666 -0.198
H -2.113 4.076 1.419
H -0.837 4.019 0.185
H -2.632 2.352 -0.463
H -2.613 3.611 -1.540
*
```

## Properties
<S²> = 0.761
E_LUMO (spin up / spin down) = -1.4 / -3.3 eV
gap between HOMO and LUMO (spin up / spin down) = 7.739 / 5.838 eV
energy relative to the best compared isomer or geometry (same formula, charge and spin) = 6.3 kcal per mole

=====

No. 2
The following is a DFT calculation (ωB97M-V/def2-TZVPD) of C18H37N6PPtS3 as an isolated structure.

```
! RIJCOSX wB97M-V def2-TZVPD def2/J DEFGRID3
* xyz 2 1
Pt 0.463 0.713 0.473
C 0.172 1.779 4.373
C 1.597 2.035 3.876
S 2.019 1.703 2.120
C 3.073 0.242 2.205
C 2.365 -1.015 2.631
S 1.050 -1.464 1.459
C -0.370 -1.727 2.594
C -0.991 -0.475 3.200
S -0.207 0.044 4.742
H -0.580 2.178 3.692
H 0.059 2.290 5.329
H 2.307 1.467 4.477
H 1.834 3.094 3.987
H 3.893 0.459 2.893
H 3.489 0.165 1.201
H 1.893 -0.900 3.603
H 3.072 -1.843 2.678
H -0.002 -2.413 3.357
H -1.106 -2.258 1.991
H -2.054 -0.633 3.387
H -0.896 0.340 2.501
C -0.785 3.040 -1.740
P -0.777 2.536 -0.010
C -0.406 4.041 0.913
C -2.519 2.251 0.367
H -1.578 3.775 -1.889
H -0.963 2.177 -2.383
H 0.169 3.483 -2.018
H -1.108 4.820 0.612
H 0.613 4.382 0.728
H -0.526 3.857 1.983
H -3.090 3.131 0.066
H -2.653 2.089 1.437
H -2.894 1.383 -0.169
C 3.423 -1.095 -1.485
C 3.214 0.376 -1.605
N 2.402 1.146 -0.897
C 2.624 2.449 -1.341
C 3.562 2.454 -2.316
N 3.924 1.137 -2.469
H 2.763 -1.506 -0.728
H 4.459 -1.316 -1.223
H 3.196 -1.600 -2.425
H 2.122 3.291 -0.896
H 3.995 3.253 -2.894
H 4.606 0.789 -3.123
C -3.492 -3.648 -1.268
C -3.108 -3.684 -2.744
C -1.978 -4.679 -3.000
C -2.767 -2.289 -3.273
N -1.759 -1.583 -2.445
C -1.946 -0.749 -1.439
N -0.769 -0.423 -0.950
N 0.158 -1.100 -1.708
N -0.440 -1.792 -2.599
H -3.868 -4.621 -0.957
H -4.278 -2.913 -1.065
H -2.625 -3.423 -0.638
H -3.983 -3.993 -3.319
H -1.046 -4.358 -2.528
H -1.792 -4.803 -4.069
H -2.238 -5.656 -2.592
H -3.654 -1.658 -3.289
H -2.358 -2.348 -4.278
H -2.910 -0.406 -1.100
*
```

## Properties
E_LUMO = -6.2 eV
gap between HOMO and LUMO = 7.743 eV
energy relative to the best compared isomer or geometry (same formula, charge and spin) = 34.8 kcal per mole

=====

No. 3
The following is a DFT calculation (ωB97M-V/def2-TZVPD) of a 5-piece molecular cluster, C18H37NO8P overall.

```
! RIJCOSX wB97M-V def2-TZVPD def2/J DEFGRID3
* xyz -1 1
C 2.387 2.778 -1.007
C 2.020 1.613 -1.874
O 1.707 1.824 -2.997
N 2.080 0.298 -1.372
C 3.407 -0.148 -1.264
C 4.179 -0.103 0.021
O 3.972 -0.570 -2.221
P 1.025 0.025 0.119
O -0.111 1.253 -0.316
C -1.295 0.679 -0.788
C -1.238 -0.821 -0.480
O 0.087 -1.125 -0.797
H 2.802 3.536 -1.635
H 3.028 2.527 -0.186
H 1.467 3.168 -0.621
H 3.586 0.092 0.889
H 4.631 -1.066 0.143
H 4.983 0.602 -0.052
H 0.240 -0.153 1.322
H 1.806 0.975 0.884
H 1.803 -1.110 0.596
H -1.361 0.739 -1.861
H -2.154 1.133 -0.325
H -1.872 -1.364 -1.155
H -1.564 -1.112 0.505
C 0.128 2.556 3.425
C -1.057 1.665 3.714
O -1.669 1.119 2.835
C -1.442 1.491 5.170
H 0.305 2.587 2.352
H -0.081 3.564 3.790
H 1.020 2.165 3.918
H -1.695 2.458 5.609
H -0.612 1.054 5.727
H -2.304 0.832 5.239
C -6.661 -1.623 -0.253
C -5.225 -2.031 -0.011
O -4.312 -1.373 -0.455
C -5.001 -3.283 0.811
H -6.685 -0.714 -0.849
H -7.189 -2.414 -0.788
H -7.163 -1.440 0.698
H -5.465 -4.141 0.319
H -5.429 -3.166 1.808
H -3.939 -3.466 0.911
C -0.279 -4.978 3.095
C -1.456 -4.039 3.001
O -2.493 -4.374 2.481
C -1.277 -2.663 3.570
H -0.538 -5.933 2.643
H 0.575 -4.552 2.566
H -0.010 -5.137 4.141
H -0.463 -2.150 3.056
H -1.048 -2.728 4.638
H -2.189 -2.090 3.433
C 2.776 3.609 -6.559
C 4.248 3.295 -6.457
O 5.088 4.032 -6.923
C 4.608 2.021 -5.742
H 2.641 4.548 -7.090
H 2.262 2.814 -7.099
H 2.343 3.691 -5.561
H 4.159 1.167 -6.250
H 4.233 2.058 -4.718
H 5.687 1.900 -5.726
*
```

## Properties
E_LUMO = 2.6 eV
gap between HOMO and LUMO = 7.222 eV

=====

No. 4
The following is a DFT calculation (ωB97M-V/def2-TZVPD) of C18H37O19Tl as an isolated structure.

```
! RIJCOSX wB97M-V def2-TZVPD def2/J DEFGRID3
* xyz 2 1
Tl -2.731 -1.122 -1.929
O -0.607 -1.040 -0.221
H -0.136 -1.542 0.472
C -2.562 -2.048 2.840
O -3.579 -1.099 3.010
C -4.205 -0.521 2.025
O -4.029 -0.849 0.839
O -5.080 0.430 2.519
C -5.952 1.247 1.683
H -1.743 -1.529 2.343
H -2.729 -2.876 2.151
H -2.348 -2.392 3.852
H -5.307 2.024 1.273
H -6.787 1.625 2.273
H -6.446 0.697 0.882
C -1.600 1.848 -5.856
O -0.782 2.495 -4.896
C -0.471 1.843 -3.746
O -0.746 0.687 -3.362
O 0.367 2.716 -3.052
C 1.011 2.270 -1.840
H -2.404 1.210 -5.487
H -0.931 1.223 -6.448
H -1.963 2.584 -6.573
H 2.079 2.168 -2.032
H 0.666 1.318 -1.437
H 0.946 2.923 -0.969
C 2.282 -1.067 -2.339
O 2.017 -1.780 -3.546
C 0.834 -2.234 -3.919
O -0.260 -1.966 -3.416
O 1.021 -3.097 -4.973
C -0.119 -3.554 -5.643
H 2.450 -1.714 -1.478
H 1.566 -0.332 -1.973
H 3.218 -0.512 -2.390
H -0.640 -2.684 -6.044
H -0.596 -4.172 -4.883
H 0.030 -4.198 -6.510
C -2.734 4.109 -1.427
O -1.951 3.604 -0.344
C -2.133 2.429 0.231
O -2.817 1.497 -0.169
O -1.297 2.475 1.256
C -1.253 1.458 2.266
H -2.168 3.932 -2.341
H -2.839 5.175 -1.225
H -3.716 3.637 -1.380
H -1.354 0.402 2.012
H -1.895 1.699 3.113
H -0.229 1.470 2.637
C 6.979 0.918 0.701
O 5.751 0.391 1.244
C 4.597 0.768 0.687
O 4.459 1.438 -0.313
O 3.578 0.344 1.491
C 2.208 0.296 1.174
H 6.918 1.968 0.413
H 7.052 0.250 -0.158
H 7.755 0.615 1.403
H 2.028 -0.192 0.216
H 1.915 1.335 1.021
H 1.512 0.090 1.987
C 2.228 -2.918 2.438
O 1.901 -2.013 3.473
C 1.374 -2.328 4.598
O 0.940 -3.511 4.808
O 1.193 -1.276 5.351
C 0.443 -1.339 6.556
H 3.253 -3.216 2.660
H 2.183 -2.455 1.453
H 1.735 -3.889 2.380
H -0.503 -1.808 6.285
H 0.167 -0.394 7.024
H 0.988 -1.947 7.278
*
```

## Properties
E_LUMO = -12.9 eV
gap between HOMO and LUMO = 2.268 eV
energy relative to the best compared isomer or geometry (same formula, charge and spin) = 66.1 kcal per mole

=====

No. 5
The following is a DFT calculation (ωB97M-V/def2-TZVPD) of a 2-piece molecular cluster, C18H38BN7O4 overall.

```
! RIJCOSX wB97M-V def2-TZVPD def2/J DEFGRID3
* xyz 0 1
C 0.577 0.008 -0.558
C 1.224 -1.107 -1.215
N 1.070 -2.530 -0.864
C -0.115 -3.225 -1.216
C -1.423 -2.709 -1.939
C -2.659 -3.493 -1.292
O -3.254 -4.296 -2.356
C -3.731 -2.528 -0.576
N -4.312 -3.100 0.669
N 0.153 -4.554 -0.733
C 1.427 -4.587 -0.105
N 1.986 -5.642 0.487
N 3.221 -5.735 1.095
C 3.991 -6.940 0.682
C 4.060 -6.934 -0.925
N 2.001 -3.293 -0.197
B 3.262 -2.632 0.254
O 3.507 -2.575 1.678
O 4.253 -2.026 -0.561
H -0.360 0.468 -1.032
H 1.022 0.470 0.391
H 1.887 -0.873 -2.117
H -1.377 -2.782 -3.070
H -1.540 -1.611 -1.635
H -2.350 -4.249 -0.490
H -4.222 -4.211 -2.260
H -3.292 -1.504 -0.315
H -4.605 -2.338 -1.289
H -4.080 -2.553 1.502
H -3.982 -4.053 0.857
H 1.418 -6.509 0.475
H 3.098 -5.722 2.119
H 5.044 -6.811 1.114
H 3.511 -7.915 1.029
H 4.930 -7.570 -1.271
H 3.092 -7.401 -1.303
H 4.087 -5.870 -1.339
H 2.596 -2.541 2.051
H 4.002 -2.057 -1.509
C -0.167 6.701 -0.905
C 0.137 5.336 -0.256
C 0.572 5.546 1.210
C -0.540 5.977 2.164
C -1.926 5.497 1.739
C -1.928 4.262 0.813
N -1.116 4.571 -0.368
O -1.068 3.557 -1.269
C -3.390 4.056 0.369
C -1.489 3.020 1.606
C 1.363 4.745 -0.981
H -0.442 6.583 -1.956
H 0.704 7.364 -0.865
H -0.992 7.216 -0.407
H 1.010 4.618 1.593
H 1.383 6.283 1.261
H -0.308 5.603 3.166
H -0.553 7.068 2.250
H -2.528 5.306 2.634
H -2.430 6.325 1.227
H -3.736 4.896 -0.241
H -4.055 3.983 1.236
H -3.516 3.140 -0.214
H -2.153 2.858 2.462
H -0.473 3.099 2.000
H -1.534 2.115 0.994
H 2.225 5.412 -0.883
H 1.186 4.617 -2.051
H 1.649 3.776 -0.560
*
```

## Properties
E_LUMO = -1.5 eV
gap between HOMO and LUMO = 2.825 eV
energy relative to the best compared isomer or geometry (same formula, charge and spin) = 84.2 kcal per mole

=====

No. 6
The following is a DFT calculation (ωB97M-V/def2-TZVPD) of C18H38Be2ClN2O6 as an isolated structure.

```
! RIJCOSX wB97M-V def2-TZVPD def2/J DEFGRID3
* xyz 3 1
Be -6.077 4.366 -2.397
Be -0.496 4.055 0.893
Cl -3.459 2.121 0.180
O -3.852 0.845 0.684
O -3.270 3.016 1.295
O -2.153 2.081 -0.515
O -4.424 2.686 -0.775
C -0.463 -1.563 -4.298
C -0.371 -2.868 -3.594
C 0.607 -2.801 -2.437
C 0.057 -2.009 -1.257
C -1.361 -2.455 -0.834
C -2.375 -2.630 -2.027
N -1.669 -3.310 -3.136
O -2.565 -3.538 -4.175
C -3.431 -3.733 -1.544
C -3.112 -1.315 -2.456
C 0.163 -3.962 -4.613
H -0.801 -1.767 -5.314
H 0.558 -1.243 -4.503
H -0.950 -0.727 -3.796
H 0.922 -3.767 -2.042
H 1.551 -2.357 -2.751
H 0.032 -0.950 -1.514
H 0.724 -2.053 -0.396
H -1.660 -1.536 -0.330
H -1.318 -3.266 -0.108
H -4.006 -4.153 -2.369
H -2.769 -4.520 -1.185
H -4.083 -3.440 -0.721
H -2.616 -0.435 -2.045
H -3.262 -1.250 -3.534
H -4.027 -1.344 -1.864
H 1.247 -3.863 -4.679
H -0.320 -3.826 -5.581
H -0.194 -4.929 -4.259
H -2.869 -4.421 -3.954
C 2.258 4.727 2.639
C 2.481 3.230 2.794
C 2.208 2.934 4.261
C 1.976 1.515 4.672
C 0.949 0.867 3.722
C 1.343 1.006 2.267
N 1.469 2.463 2.026
O 1.626 2.714 0.640
C 2.673 0.142 2.028
C 0.190 0.454 1.440
C 3.961 2.957 2.615
H 2.176 4.982 1.583
H 1.427 5.135 3.215
H 3.106 5.291 3.027
H 2.922 3.344 4.975
H 1.340 3.517 4.569
H 2.932 0.993 4.697
H 1.676 1.427 5.716
H 0.044 1.437 3.929
H 0.824 -0.176 4.014
H 3.552 0.266 2.661
H 3.062 0.497 1.074
H 2.586 -0.919 1.795
H -0.656 1.133 1.551
H -0.016 -0.539 1.838
H 0.422 0.477 0.375
H 4.412 2.259 3.320
H 4.026 2.498 1.628
H 4.601 3.815 2.405
H 2.524 2.416 0.476
*
```

## Properties
E_LUMO = -13.9 eV
gap between HOMO and LUMO = 1.691 eV
energy relative to the best compared isomer or geometry (same formula, charge and spin) = 51.9 kcal per mole

=====

No. 7
The following is a DFT calculation (ωB97M-V/def2-TZVPD) of C18H38CaOP2 as an isolated structure.

```
! RIJCOSX wB97M-V def2-TZVPD def2/J DEFGRID3
* xyz 0 1
P 0.083 2.306 1.066
P -0.753 -1.657 0.874
C 0.181 0.937 -0.212
C -0.716 -0.311 -0.300
H 1.243 0.657 -0.382
H -0.052 1.480 -1.169
H -1.720 -0.025 -0.671
H -0.208 -0.746 -1.193
C 0.781 -2.499 0.270
H 1.174 -3.274 0.935
H 1.588 -1.816 0.000
H 0.462 -2.986 -0.655
C -2.024 -2.797 0.145
H -1.545 -3.375 -0.658
H -2.851 -2.198 -0.270
H -2.395 -3.484 0.942
C 1.368 3.299 0.239
H 1.673 4.169 0.855
H 0.945 3.624 -0.722
H 2.275 2.726 0.009
C -1.405 3.053 0.262
H -2.208 2.298 0.146
H -1.045 3.347 -0.759
H -1.763 3.940 0.819
Ca 1.303 -0.310 2.274
C -0.109 -1.267 -3.120
C 1.183 -1.557 -2.879
C 2.217 -1.050 -3.758
C 2.231 0.510 -3.905
C 1.403 1.298 -2.975
C 0.171 1.749 -3.266
C -0.684 1.101 -4.261
C -0.651 -0.476 -4.263
C 0.330 2.183 2.816
H -0.931 -1.741 -2.604
H 1.446 -2.319 -2.177
H 2.116 -1.455 -4.794
H 3.193 -1.406 -3.391
H 3.269 0.848 -3.830
H 1.950 0.721 -4.939
H 1.932 1.581 -2.094
H -0.165 2.731 -2.963
H -0.462 1.372 -5.322
H -1.722 1.455 -4.111
H -1.700 -0.805 -4.378
H -0.138 -0.798 -5.190
H -0.472 1.645 3.399
H 0.169 3.303 2.916
H 1.314 1.961 3.366
C -1.525 -2.459 4.920
C -0.894 -1.079 4.956
C -0.269 -0.754 6.307
O -0.033 -0.767 3.861
H -0.817 -3.279 5.031
H -2.209 -2.551 4.055
H -2.212 -2.536 5.784
H -1.827 -0.469 4.938
H 0.570 -1.419 6.535
H -0.035 0.324 6.414
H -1.030 -0.952 7.075
*
```

## Properties
E_LUMO (spin up / spin down) = 0.4 / 0.4 eV
gap between HOMO and LUMO (spin up / spin down) = 3.935 / 4.306 eV
energy relative to the best compared isomer or geometry (same formula, charge and spin) = 36.6 kcal per mole

=====

Which F_max belongs to each record? In order, 0.0801, 0.0316, 0.0470, 0.1125, 0.1142, 0.0764, 0.0733 Eh/bohr.